Record 1
Density functional theory data (the ωB97M-V functional and the def2-TZVPD basis) for the molecule C5H10N2O.

ORCA input file:
```
! wB97M-V def2-TZVPD RIJCOSX def2/J DEFGRID3
* xyz 0 1
C -0.45655 0.89663 1.83925
N 1.33271 1.45941 0.41188
C -0.61108 0.33775 -1.76385
H 0.35048 -1.59529 -1.71289
N 0.28308 -0.68836 0.16852
H -0.26716 1.77779 2.44018
H -1.27715 1.05878 -3.41197
O -0.56834 0.45473 -3.13637
H -1.35816 0.98133 -1.31454
H -1.21381 0.21287 2.20129
C -0.04075 -0.74081 -1.16591
C 0.20723 -1.90303 0.98327
H 1.19737 2.41615 0.71390
H 0.66983 -2.74341 0.45442
H -0.83553 -2.16628 1.19030
H 0.72306 -1.75500 1.93680
H 1.59178 1.37011 -0.56547
C 0.27299 0.62663 0.73119
*
```

Calculated values
- F_max: 3.4 eV Å⁻¹
- E_LUMO: 0.83 eV
- HOMO-LUMO gap: 8.154 eV
- ΔE to the lowest compared entry with this formula, charge and spin: 58.4 kcal per mole
- Structure (SMILES): C=C(N)N(C)/C=C/O
- Electronic energy: -381.19242 Eh

=====

Record 2
Density functional theory data (the ωB97M-V functional and the def2-TZVPD basis) for C5H10N2O as an isolated structure.

ORCA input file:
```
! wB97M-V def2-TZVPD RIJCOSX def2/J DEFGRID3
* xyz 0 1
H -0.02664 -1.44804 -0.14048
H -3.34405 0.06409 0.57249
C -2.33641 -0.19921 0.28795
H -0.13125 0.44023 -1.57899
C -0.18642 0.98508 -0.48514
H -1.90306 2.14977 0.39726
C 0.83859 -1.07306 0.58559
H 3.23794 -1.16809 -0.10788
N -1.96431 -1.20027 -0.37732
N -1.59453 0.94588 0.14671
H 2.14572 -0.70747 -1.42218
H -0.07803 2.14560 -0.77769
C 2.12249 -0.76141 -0.27038
H 0.68742 -1.27260 1.78925
H -1.13873 -1.09874 -0.83418
H 0.77777 0.83813 1.73078
C 0.80013 0.54982 0.45279
O 2.09336 0.81029 0.03142
*
```

Calculated values
- F_max: 6.4 eV Å⁻¹
- E_LUMO: 0.64 eV
- HOMO-LUMO gap: 9.544 eV
- ΔE to the lowest compared entry with this formula, charge and spin: 171.5 kcal per mole
- Electronic energy: -381.01207 Eh

=====

Record 3
Density functional theory data (the ωB97M-V functional and the def2-TZVPD basis) for C5H10N2O as an isolated structure.

ORCA input file:
```
! wB97M-V def2-TZVPD RIJCOSX def2/J DEFGRID3
* xyz 0 1
C 0.27892 2.12763 0.85593
C 0.77095 -0.11109 -0.93239
N 0.51686 -1.09696 1.44635
H -1.05889 -2.65586 -0.17069
C -0.64732 0.10367 -0.50408
H 1.15389 2.75204 0.65353
H 1.76017 0.29684 -0.76795
C 0.21025 -1.07553 0.03403
H -1.82912 -0.02740 -2.16691
O -1.81691 -0.19627 -1.21502
H 0.11058 -1.91141 1.90092
C -0.17963 1.44848 -0.38764
H -0.51569 2.79851 1.20663
H -0.48244 2.10617 -1.19848
H -0.17223 -2.36717 -1.50146
H 0.51595 1.40644 1.63660
H 1.51528 -1.21068 1.59738
N -0.13062 -2.38740 -0.48675
*
```

Calculated values
- F_max: 2.4 eV Å⁻¹
- E_LUMO: 0.82 eV
- HOMO-LUMO gap: 8.743 eV
- ΔE to the lowest compared entry with this formula, charge and spin: 114.6 kcal per mole
- Electronic energy: -381.10279 Eh

=====

Record 4
Density functional theory data (the ωB97M-V functional and the def2-TZVPD basis) for the molecule C5H10N2O.

ORCA input file:
```
! wB97M-V def2-TZVPD RIJCOSX def2/J DEFGRID3
* xyz 0 1
H -1.80785 1.39507 0.30004
H 0.94254 -1.67641 0.93085
C -1.72926 0.34883 0.59499
H 0.25344 1.53589 -2.27865
N -0.38332 -0.14288 0.35801
H -1.97699 0.26980 1.65426
H -0.52703 -1.53040 1.91288
H 2.41517 -0.26206 -0.13038
C 0.45738 0.74494 -1.57763
H -2.46905 -0.21181 0.00878
H 2.74894 1.32170 0.58893
H 0.59806 2.03309 0.22608
C 0.85770 1.04563 -0.16604
C -0.12440 -1.45698 0.90202
O -0.56337 -1.38091 -2.23830
N 2.10411 0.62770 0.23641
H -0.60527 -2.22445 0.28119
C -0.19080 -0.43675 -1.60343
*
```

Calculated values
- F_max: 2.7 eV Å⁻¹
- E_LUMO: 0.84 eV
- HOMO-LUMO gap: 8.477 eV
- ΔE to the lowest compared entry with this formula, charge and spin: 83.4 kcal per mole
- Structure (SMILES): CN(C)[C@@H](N)C=C=O
- Electronic energy: -381.15259 Eh

=====

Record 5
Density functional theory data (the ωB97M-V functional and the def2-TZVPD basis) for C5H10N2O as an isolated structure.

ORCA input file:
```
! wB97M-V def2-TZVPD RIJCOSX def2/J DEFGRID3
* xyz 0 1
C 0.22542 -0.22743 0.62220
H -2.66632 1.68650 0.91237
H -1.76218 0.39231 -1.65321
O 0.17751 0.57615 -1.77103
H 0.29714 -1.63636 2.24452
H -1.55525 -0.23981 1.80038
H 1.69126 -1.72156 1.16166
C -1.69622 1.40092 0.53089
H -0.97582 -1.01797 -1.91968
H 1.55424 -0.40775 2.33461
C -1.07386 0.30414 0.99032
C 0.98809 -1.04030 1.64400
H -1.23766 2.06430 -0.19128
N -1.03691 -0.04537 -2.22462
N 2.01552 -0.23013 -1.15108
C 0.86625 0.04957 -0.53298
H 1.32843 0.24117 -2.19406
H 2.86037 -0.14838 -0.60302
*
```

Calculated values
- F_max: 1.9 eV Å⁻¹
- E_LUMO: 0.98 eV
- HOMO-LUMO gap: 8.515 eV
- ΔE to the lowest compared entry with this formula, charge and spin: 122.9 kcal per mole
- Electronic energy: -381.08966 Eh

=====

Record 6
Density functional theory data (the ωB97M-V functional and the def2-TZVPD basis) for C5H10N2O as an isolated structure.

ORCA input file:
```
! wB97M-V def2-TZVPD RIJCOSX def2/J DEFGRID3
* xyz 0 1
C 1.62120 0.57572 0.26407
C -1.61013 -0.24814 -0.12158
C 1.75202 -0.79758 0.83159
O -1.24160 -1.06136 -0.82072
H 3.92620 -0.15653 0.10657
H 0.19560 0.35200 -1.74910
N -0.72598 0.89456 0.12404
H 2.37558 1.16638 0.98093
C 0.42587 1.04458 -0.59385
H 0.81255 2.17502 -0.98110
H 2.69159 -1.21406 -1.35562
N -2.89650 -0.04208 0.54008
C 2.73324 -0.33035 -0.25984
H 2.23651 -0.99675 1.94599
H 1.20779 -1.49481 0.20645
H -3.48546 -0.84252 0.32944
H -2.95364 0.44274 1.49844
H -1.24976 1.62668 0.21258
*
```

Calculated values
- F_max: 9.0 eV Å⁻¹
- E_LUMO: 0.85 eV
- HOMO-LUMO gap: 10.252 eV
- ΔE to the lowest compared entry with this formula, charge and spin: 132.4 kcal per mole
- Electronic energy: -381.07443 Eh

=====

Record 7
Density functional theory data (the ωB97M-V functional and the def2-TZVPD basis) for C5H10N2O as an isolated structure.

ORCA input file:
```
! wB97M-V def2-TZVPD RIJCOSX def2/J DEFGRID3
* xyz 0 1
C 0.78497 -0.24941 -1.20790
H 1.08238 1.06782 -2.69424
H 2.14486 0.36715 0.56981
H -2.77834 0.35546 -1.41768
H -0.86087 -0.35870 3.06279
H 1.62158 -1.29059 0.60489
O 1.07597 -1.23674 -1.85845
N 0.99190 1.04483 -1.68728
H -1.18018 -1.42929 -0.37635
N 1.38006 -0.30610 0.49837
H 0.15237 -1.76593 2.41619
H 0.01726 1.09567 1.27057
H -1.99688 1.49661 -0.31392
C -0.96220 -0.36481 -0.44446
C 0.16488 0.02008 1.23560
H 0.43880 1.78064 -1.26966
C -0.13244 -0.72210 2.35136
C -1.94415 0.49541 -0.73964
*
```

Calculated values
- F_max: 1.6 eV Å⁻¹
- E_LUMO (spin up / spin down): -0.06 / -0.06 eV
- HOMO-LUMO gap (spin up / spin down): 7.089 / 7.085 eV
- ΔE to the lowest compared entry with this formula, charge and spin: 131.7 kcal per mole
- Electronic energy: -381.07553 Eh

=====

Record 8
Density functional theory data (the ωB97M-V functional and the def2-TZVPD basis) for a 2-piece molecular cluster, C5H10N2O overall.

ORCA input file:
```
! wB97M-V def2-TZVPD RIJCOSX def2/J DEFGRID3
* xyz 0 1
C 1.12617 1.80972 1.39786
H 0.93606 2.42021 0.49910
N -0.14851 -1.56642 0.62559
N 0.28793 -1.12128 -1.52754
H 1.13343 2.47335 2.27886
C 0.05644 -2.12080 -0.59117
O -2.22843 -0.89019 -1.59205
H 2.12041 1.34194 1.30156
H -1.29997 -1.15923 -1.40813
H 0.42555 1.09073 -1.30706
C 0.01800 -0.20029 0.41843
C -0.01315 0.76963 1.47638
H 0.04143 0.28199 2.46869
H -0.99588 1.27388 1.40277
H -2.30146 0.01836 -1.22129
C 0.24433 0.08993 -0.91506
H 0.58502 -1.32641 -2.48471
H 0.01261 -3.18512 -0.82224
*
```

Calculated values
- F_max: 2.7 eV Å⁻¹
- E_LUMO: 0.74 eV
- HOMO-LUMO gap: 9.696 eV
- ΔE to the lowest compared entry with this formula, charge and spin: 31.7 kcal per mole
- Structure (SMILES): CCc1c[nH]cn1.O
- Electronic energy: -381.23488 Eh

=====

Record 9
Density functional theory data (the ωB97M-V functional and the def2-TZVPD basis) for a 2-piece molecular cluster, C5H10N2O2 overall.

ORCA input file:
```
! wB97M-V def2-TZVPD RIJCOSX def2/J DEFGRID3
* xyz 0 1
C 2.75491 -0.47000 -0.59135
H -1.59955 -0.16236 2.12959
H 3.22370 0.46542 -0.44562
O 0.74161 -0.32808 1.74738
C -2.21588 0.03537 1.24200
H -3.10159 0.58309 1.55624
N 0.02516 1.05415 -1.48899
C -0.34167 0.25208 -0.36277
N -1.53912 0.81773 0.22753
C 0.71715 0.44521 0.81842
H 2.15372 -2.52154 -1.32656
H 0.04225 -1.60394 -0.01615
C 2.39992 -1.56638 -0.95118
H -0.74542 1.08542 -2.14765
O -0.50884 -1.08831 -0.64593
H 1.06591 1.49060 0.89940
H -2.53055 -0.90925 0.80169
H -1.37343 1.77818 0.50099
H 0.83172 0.64260 -1.94704
*
```

Calculated values
- F_max: 2.1 eV Å⁻¹
- E_LUMO: 0.84 eV
- HOMO-LUMO gap: 9.618 eV
- ΔE to the lowest compared entry with this formula, charge and spin: 95.4 kcal per mole
- Structure (SMILES): CN[C@](N)(O)C=O.C#C
- Electronic energy: -456.40224 Eh

=====

Record 10
Density functional theory data (the ωB97M-V functional and the def2-TZVPD basis) for the molecule C5H10N2O2.

ORCA input file:
```
! wB97M-V def2-TZVPD RIJCOSX def2/J DEFGRID3
* xyz 0 1
C -0.97712 -0.60258 2.10715
H -3.02115 0.33185 -0.27514
H -2.43092 1.36558 1.03685
C -2.13002 0.73223 0.20528
H -0.57269 -0.76922 -1.33465
C 2.30738 0.10652 -1.68704
H 1.52418 1.78790 -0.85322
N 0.95350 -0.00984 -0.08089
C -1.26030 -0.41162 0.68114
H 3.72036 0.97934 -0.73685
H -1.57097 1.32749 -0.51208
O 3.58250 0.23153 -1.33739
N 1.24069 0.88520 -1.22834
O -1.87736 -1.42804 1.41874
H 2.06841 -0.78389 -2.24268
H -0.04730 -1.07476 2.40819
C -0.18158 -0.84695 -0.31317
H 0.08669 -1.88717 -0.09457
H -1.41431 0.06645 2.83867
*
```

Calculated values
- F_max: 3.6 eV Å⁻¹
- E_LUMO (spin up / spin down): 0.31 / 0.22 eV
- HOMO-LUMO gap (spin up / spin down): 8.242 / 7.864 eV
- ΔE to the lowest compared entry with this formula, charge and spin: 144.5 kcal per mole
- Electronic energy: -456.32397 Eh

=====

Record 11
Density functional theory data (the ωB97M-V functional and the def2-TZVPD basis) for the molecule C5H10N2O2.

ORCA input file:
```
! wB97M-V def2-TZVPD RIJCOSX def2/J DEFGRID3
* xyz 0 1
C 1.93485 -1.67866 0.69762
C 0.74764 -1.10239 -0.32843
H -2.98513 1.47958 0.13444
H -0.61246 0.53215 1.40728
H 2.10405 0.63365 -1.10171
H -0.88987 2.29487 0.99177
H 1.61021 -2.42971 1.43385
O -3.33914 -0.84926 -0.13188
C -0.72259 1.29809 0.59965
C 1.10820 0.31634 -0.72604
H 0.88897 -1.78925 -1.23106
H -0.32654 -1.35369 0.02789
H 2.62541 -2.14726 0.00193
N -2.23124 -0.51453 -0.46925
H -1.78446 1.30036 -1.36785
C -1.96654 0.96387 -0.30397
H 2.46347 -0.89573 1.19326
N 0.45147 1.39570 -0.26960
O 0.92366 2.54587 -0.55788
*
```

Calculated values
- F_max: 3.7 eV Å⁻¹
- E_LUMO: -0.42 eV
- HOMO-LUMO gap: 7.931 eV
- ΔE to the lowest compared entry with this formula, charge and spin: 162.5 kcal per mole
- Structure (SMILES): CC/C=[N+](/[O-])CCN=O
- Electronic energy: -456.29528 Eh

=====

Record 12
Density functional theory data (the ωB97M-V functional and the def2-TZVPD basis) for the molecule C5H10N2O2S.

ORCA input file:
```
! wB97M-V def2-TZVPD RIJCOSX def2/J DEFGRID3
* xyz 0 1
H 2.95340 -0.70119 0.58907
C -1.82979 0.14804 0.48677
C -0.98440 1.35996 0.11251
H -2.41867 -0.18819 -0.30889
H -2.37520 0.28712 1.29221
H -1.56054 1.81684 -0.71217
C 0.90643 -0.21311 0.72959
N 0.62782 0.64444 -1.60188
O -0.92256 -1.66983 2.14234
H 1.08235 1.87246 -0.15167
C 2.06426 -1.06548 0.24670
C 0.39483 1.06773 -0.23626
H 2.01217 -2.03664 0.83333
S -0.71549 -1.15627 0.79967
N -0.38860 0.56687 -2.31709
H 2.10728 -1.10117 -0.90104
H -0.17730 0.22878 -3.28924
H 0.98618 0.17530 1.65146
O -0.73175 -2.07725 -0.30245
H -1.03039 2.04158 0.93703
*
```

Calculated values
- F_max: 5.2 eV Å⁻¹
- E_LUMO: 0.54 eV
- HOMO-LUMO gap: 10.022 eV
- ΔE to the lowest compared entry with this formula, charge and spin: 46.4 kcal per mole
- Structure (SMILES): [H]/N=N/[C@H]1CCS(=O)(=O)[C@H]1C
- Electronic energy: -854.59295 Eh

=====

Q: What is the formula in the ninth record?
A: C5H10N2O2

=====

Repeat the ninth record exactly.
Density functional theory data (the ωB97M-V functional and the def2-TZVPD basis) for a 2-piece molecular cluster, C5H10N2O2 overall.

ORCA input file:
```
! wB97M-V def2-TZVPD RIJCOSX def2/J DEFGRID3
* xyz 0 1
C 2.75491 -0.47000 -0.59135
H -1.59955 -0.16236 2.12959
H 3.22370 0.46542 -0.44562
O 0.74161 -0.32808 1.74738
C -2.21588 0.03537 1.24200
H -3.10159 0.58309 1.55624
N 0.02516 1.05415 -1.48899
C -0.34167 0.25208 -0.36277
N -1.53912 0.81773 0.22753
C 0.71715 0.44521 0.81842
H 2.15372 -2.52154 -1.32656
H 0.04225 -1.60394 -0.01615
C 2.39992 -1.56638 -0.95118
H -0.74542 1.08542 -2.14765
O -0.50884 -1.08831 -0.64593
H 1.06591 1.49060 0.89940
H -2.53055 -0.90925 0.80169
H -1.37343 1.77818 0.50099
H 0.83172 0.64260 -1.94704
*
```

Calculated values
- F_max: 2.1 eV Å⁻¹
- E_LUMO: 0.84 eV
- HOMO-LUMO gap: 9.618 eV
- ΔE to the lowest compared entry with this formula, charge and spin: 95.4 kcal per mole
- Structure (SMILES): CN[C@](N)(O)C=O.C#C
- Electronic energy: -456.40224 Eh

=====

Q: Among the records above, which one has the lowest ΔE to the lowest compared entry with this formula, charge and spin?
A: number 8

=====

Copy entry 2 word for word.
Density functional theory data (the ωB97M-V functional and the def2-TZVPD basis) for C5H10N2O as an isolated structure.

ORCA input file:
```
! wB97M-V def2-TZVPD RIJCOSX def2/J DEFGRID3
* xyz 0 1
H -0.02664 -1.44804 -0.14048
H -3.34405 0.06409 0.57249
C -2.33641 -0.19921 0.28795
H -0.13125 0.44023 -1.57899
C -0.18642 0.98508 -0.48514
H -1.90306 2.14977 0.39726
C 0.83859 -1.07306 0.58559
H 3.23794 -1.16809 -0.10788
N -1.96431 -1.20027 -0.37732
N -1.59453 0.94588 0.14671
H 2.14572 -0.70747 -1.42218
H -0.07803 2.14560 -0.77769
C 2.12249 -0.76141 -0.27038
H 0.68742 -1.27260 1.78925
H -1.13873 -1.09874 -0.83418
H 0.77777 0.83813 1.73078
C 0.80013 0.54982 0.45279
O 2.09336 0.81029 0.03142
*
```

Calculated values
- F_max: 6.4 eV Å⁻¹
- E_LUMO: 0.64 eV
- HOMO-LUMO gap: 9.544 eV
- ΔE to the lowest compared entry with this formula, charge and spin: 171.5 kcal per mole
- Electronic energy: -381.01207 Eh